Density functional theory data (wB97M-V/def2-TZVPD) for a molecular structure, C32H37ClFN5O6S2Sb2Ti in a non-equilibrium geometry.

Calculated values
- energy relative to the best compared isomer or geometry (same formula, charge and spin) (kcal per mole) = 9.9
- 2S+1 = 3
- max |F| (eV Å⁻¹) = 1.097

CARTESIAN COORDINATES (ANGSTROEM)
Ti: -0.847 -0.581 -1.649
S: -1.074 0.628 0.722
C: -2.669 0.244 0.249
N: -2.894 -0.468 -0.835
C: -4.236 -0.805 -0.970
C: -4.773 -1.665 -1.925
C: -6.132 -1.911 -1.905
C: -6.960 -1.319 -0.948
C: -6.434 -0.486 0.022
C: -5.066 -0.245 0.008
S: -4.107 0.675 1.135
H: -4.127 -2.130 -2.656
H: -6.562 -2.576 -2.643
H: -8.022 -1.525 -0.957
H: -7.068 -0.044 0.779
C: 4.394 -0.714 1.878
Sb: 2.297 -0.629 1.406
C: 2.447 1.326 0.537
C: 1.671 0.074 3.356
C: 1.711 -1.000 4.397
C: 2.880 -1.160 5.146
C: 2.994 -2.127 6.130
C: 1.916 -2.959 6.393
C: 0.753 -2.817 5.657
C: 0.627 -1.860 4.647
C: -0.641 -1.818 3.851
Sb: -0.652 -3.299 2.267
C: -1.007 -4.985 3.555
C: -2.712 -3.037 1.742
H: 4.703 0.196 2.393
H: 4.961 -0.808 0.952
H: 4.611 -1.575 2.511
H: 2.884 2.007 1.267
H: 1.469 1.695 0.235
H: 3.096 1.271 -0.338
H: 0.680 0.506 3.226
H: 2.360 0.880 3.611
H: 3.711 -0.491 4.955
H: 3.911 -2.219 6.697
H: 1.977 -3.708 7.172
H: -0.094 -3.459 5.869
H: -0.820 -0.858 3.369
H: -1.504 -2.052 4.477
H: -1.792 -4.747 4.274
H: -0.099 -5.261 4.088
H: -1.330 -5.832 2.950
H: -3.346 -3.399 2.550
H: -2.942 -3.574 0.822
H: -2.905 -1.979 1.582
Cl: -2.909 4.700 -2.738
C: -1.493 3.721 -2.669
C: -0.247 4.247 -2.967
C: 0.851 3.409 -2.886
C: 0.666 2.086 -2.526
N: -0.541 1.581 -2.252
C: -1.604 2.390 -2.313
H: -0.149 5.286 -3.250
H: 1.845 3.768 -3.111
H: 1.495 1.395 -2.461
H: -2.573 1.964 -2.079
F: -3.398 -0.229 -4.074
C: -2.148 0.067 -4.441
C: -1.113 -0.745 -4.101
N: 0.158 -0.496 -4.637
C: 1.210 -1.477 -4.445
C: 1.668 -1.638 -3.001
O: 2.497 -2.529 -2.764
O: 1.145 -0.893 -2.113
C: 0.457 0.672 -5.300
O: 1.573 0.965 -5.681
N: -0.625 1.506 -5.519
C: -1.959 1.304 -5.170
O: -2.821 2.106 -5.457
H: -1.297 -1.783 -3.794
H: 2.063 -1.180 -5.051
H: 0.867 -2.456 -4.785
H: -0.419 2.354 -6.026
N: 1.468 -3.627 -0.544
C: 0.526 -4.479 -1.316
C: -0.519 -3.575 -1.978
O: -0.861 -3.793 -3.130
O: -0.873 -2.585 -1.245
H: 2.082 -4.171 0.056
H: 0.935 -2.987 0.062
H: 2.036 -3.045 -1.228
H: 0.028 -5.164 -0.630
H: 1.076 -5.031 -2.072